Molecular formula: CHBr3
Method: DFT, ωB97M-V/def2-TZVPD

Calculated values
E_LUMO	-0.34	eV
electronic energy	-7760.72340	Eh
gap between HOMO and LUMO	0.371	Eh
ΔE to the lowest compared entry with this formula, charge and spin	4.7	kcal/mol

Geometry as XYZ:
```
5
Properties=species:S:1:pos:R:3:forces:R:3
C -2.18822 -2.60781 31.12575 0.200 0.274 -0.090
Br -0.77531 -3.59055 30.20584 -0.514 0.380 -0.083
Br -3.98297 -2.80543 30.27660 1.344 -0.138 0.807
Br -1.78975 -0.71651 31.34885 0.016 -0.263 -0.311
H -2.05477 -2.96729 32.14608 -1.046 -0.254 -0.323
```
Forces are in eV/Å.

Molecular formula: CHBr3O
Method: DFT, ωB97M-V/def2-TZVPD

Calculated values
E_LUMO (spin up / spin down)	0.51 / -4.08	eV
electronic energy	-7835.83232	Eh
gap between HOMO and LUMO (spin up / spin down)	0.280 / 0.229	Eh
multiplicity	3
ΔE to the lowest compared entry with this formula, charge and spin	0.0	kcal/mol

Geometry as XYZ:
```
6
Properties=species:S:1:pos:R:3:forces:R:3
C -0.05523 0.24284 -0.17491 -1.399 0.122 -0.829
O -0.70062 -0.89428 -0.37243 -1.247 0.455 -2.017
Br 0.66741 0.92830 -1.74478 0.176 0.326 -0.980
Br 1.70445 -0.29197 1.17446 2.042 -0.459 2.003
Br -0.92731 1.61478 0.86505 -0.067 -0.108 0.414
H -0.68870 -1.59967 0.25261 0.494 -0.337 1.409
```
Forces are in eV/Å.

Molecular formula: CHBrCl2O2S
Method: DFT, ωB97M-V/def2-TZVPD

Calculated values
E_LUMO	-2.61	eV
electronic energy	-4081.66245	Eh
gap between HOMO and LUMO	0.270	Eh
ΔE to the lowest compared entry with this formula, charge and spin	48.3	kcal/mol

Geometry as XYZ:
```
8
Properties=species:S:1:pos:R:3:forces:R:3
C -0.17650 0.94681 0.94888 -2.135 -1.895 -4.748
O 0.26001 0.41617 -0.25602 0.597 -0.122 -0.279
O 1.39405 -0.81457 -2.37521 1.969 0.205 -0.643
S 0.11665 -1.14264 -1.91631 -2.358 2.163 2.144
Cl -1.83331 1.70546 0.66119 0.125 0.172 0.252
Cl -0.31157 -0.16594 2.20433 -0.096 -1.568 1.939
Br 0.09428 -2.65208 -0.45662 0.201 -1.161 0.558
H 0.45639 1.70679 1.18976 1.698 2.205 0.776
```
Forces are in eV/Å.

Molecular formula: CHBrClFN5O2
Method: DFT, ωB97M-V/def2-TZVPD

Calculated values
E_LUMO (spin up / spin down)	-7.19 / -7.19	eV
electronic energy	-3596.32427	Eh
charge	+1
gap between HOMO and LUMO (spin up / spin down)	0.287 / 0.287	Eh
SMILES string	O=[N+]([O-])C1=N[N@@H+](Cl)N(Br)N1F
ΔE to the lowest compared entry with this formula, charge and spin	38.4	kcal/mol

Geometry as XYZ:
```
12
Properties=species:S:1:pos:R:3:forces:R:3
O -2.54215 -0.94704 0.75866 -0.668 -0.559 1.249
N -2.13133 -0.70489 -0.30643 0.258 2.387 -4.019
O -2.58597 -0.82352 -1.43390 0.612 -0.253 1.821
C -0.73112 0.04978 -0.29859 0.205 -2.197 0.820
N -0.13749 1.03198 -0.87784 -0.719 1.334 -1.283
N 1.06029 1.14889 -0.20427 1.960 0.018 0.922
Cl 0.91619 2.45770 1.18711 0.129 -0.490 -1.007
N 1.39768 -0.04351 0.52129 -0.845 -1.266 0.800
Br 2.84212 -1.15627 -0.14816 -0.760 0.477 -0.255
N 0.10178 -0.60141 0.50307 0.796 0.843 0.162
F -0.15053 -1.76385 1.03230 0.632 -0.886 0.715
H 1.96053 1.35214 -0.73324 -1.600 0.590 0.073
```
Forces are in eV/Å.

Molecular formula: CHBrClNO
Method: DFT, ωB97M-V/def2-TZVPD

Calculated values
E_LUMO (spin up / spin down)	-0.28 / -0.28	eV
electronic energy	-3202.74806	Eh
gap between HOMO and LUMO (spin up / spin down)	0.323 / 0.323	Eh
ΔE to the lowest compared entry with this formula, charge and spin	92.6	kcal/mol

Geometry as XYZ:
```
6
Properties=species:S:1:pos:R:3:forces:R:3
C -0.24874 -0.39609 -0.18590 3.322 1.524 -1.584
N 0.37260 0.68387 0.32682 -2.020 -1.926 0.167
O 1.64216 1.00985 0.10785 -4.095 0.069 0.677
Cl -1.54144 -1.11769 0.54481 -1.296 -0.076 0.581
Br 0.41947 -1.31490 -1.79323 -0.237 0.910 1.648
H -0.64405 1.13496 0.99965 4.325 -0.501 -1.488
```
Forces are in eV/Å.

Molecular formula: CHBrClNO2
Method: DFT, ωB97M-V/def2-TZVPD

Calculated values
E_LUMO (spin up / spin down)	-3.44 / -3.44	eV
electronic energy	-3277.93955	Eh
gap between HOMO and LUMO (spin up / spin down)	0.267 / 0.267	Eh
ΔE to the lowest compared entry with this formula, charge and spin	53.5	kcal/mol

Geometry as XYZ:
```
7
Properties=species:S:1:pos:R:3:forces:R:3
C 0.40724 0.23272 -0.40468 2.476 1.053 3.794
N -0.91041 -0.10657 -0.03374 -0.242 -0.465 -0.110
O -1.47398 0.57005 0.78940 -0.559 -0.534 -0.213
O -1.25336 -1.08660 -0.64688 -1.539 -0.677 -0.044
Cl 1.36589 -1.37155 1.41583 -0.833 1.550 -1.870
Br 0.93620 1.88605 0.10054 0.367 0.500 0.007
H 0.92841 -0.12409 -1.22047 0.331 -1.427 -1.565
```
Forces are in eV/Å.

Molecular formula: CHBrIO3S
Method: DFT, ωB97M-V/def2-TZVPD

Calculated values
E_LUMO	2.88	eV
electronic energy	-3534.37675	Eh
charge	-1
gap between HOMO and LUMO	0.289	Eh
ΔE to the lowest compared entry with this formula, charge and spin	13.2	kcal/mol

Geometry as XYZ:
```
8
Properties=species:S:1:pos:R:3:forces:R:3
C 0.07285 -0.44879 0.85508 1.688 -0.062 -4.881
O -0.08095 1.89799 -0.48626 0.398 0.863 -0.321
O -1.59554 0.17232 -1.24945 -0.092 -0.068 -0.594
O 0.84314 -0.09260 -1.67894 -0.567 0.867 -0.701
S -0.23465 0.54310 -0.93841 0.579 -2.852 2.669
Br -0.45692 -2.25876 0.73044 0.242 -0.330 0.186
I 2.00677 0.11958 1.35650 0.635 -0.399 0.564
H -0.55469 0.06716 1.41104 -2.885 1.982 3.077
```
Forces are in eV/Å.

Molecular formula: CHCl2NO
Method: DFT, ωB97M-V/def2-TZVPD

Calculated values
E_LUMO (spin up / spin down)	-3.82 / -3.83	eV
electronic energy	-1088.83868	Eh
gap between HOMO and LUMO (spin up / spin down)	0.213 / 0.213	Eh
ΔE to the lowest compared entry with this formula, charge and spin	104.0	kcal/mol

Geometry as XYZ:
```
6
Properties=species:S:1:pos:R:3:forces:R:3
C 0.88940 0.18597 0.00628 1.462 0.699 0.986
N 0.11471 0.93222 0.62727 -0.545 -2.161 -1.709
O -1.58675 -0.65389 0.02536 1.993 0.592 0.435
Cl 2.69567 0.67989 -0.13701 -1.253 0.201 0.256
Cl -3.11231 -0.31178 -0.14204 -0.332 0.445 0.066
H 0.99929 -0.83241 -0.37986 -1.326 0.225 -0.035
```
Forces are in eV/Å.

Molecular formula: CHCl2NO2
Method: DFT, ωB97M-V/def2-TZVPD

Calculated values
E_LUMO (spin up / spin down)	-2.22 / -1.60	eV
electronic energy	-1164.07230	Eh
gap between HOMO and LUMO (spin up / spin down)	0.322 / 0.318	Eh
ΔE to the lowest compared entry with this formula, charge and spin	135.1	kcal/mol

Geometry as XYZ:
```
7
Properties=species:S:1:pos:R:3:forces:R:3
C 0.21281 0.23559 0.53692 -1.998 0.717 1.915
N 0.06318 -0.32566 -0.78227 0.781 -1.049 -0.280
O 0.17759 -1.53029 -0.90992 -0.008 0.353 -0.036
O -0.20335 0.47760 -1.61932 -0.207 0.710 -1.708
Cl 0.72441 1.93480 0.65148 -0.553 -1.878 -0.185
Cl 0.79167 -0.84267 1.74962 -0.172 0.686 -0.499
H -1.76631 0.05063 0.37350 2.157 0.461 0.792
```
Forces are in eV/Å.

Molecular formula: CHCl2NO2S
Method: DFT, ωB97M-V/def2-TZVPD

Calculated values
E_LUMO	5.15	eV
electronic energy	-1562.40783	Eh
charge	-2
gap between HOMO and LUMO	0.237	Eh
ΔE to the lowest compared entry with this formula, charge and spin	0.0	kcal/mol

Geometry as XYZ:
```
8
Properties=species:S:1:pos:R:3:forces:R:3
C -5.01337 -2.85608 3.50811 -0.636 -1.457 -2.914
N 4.48478 3.20767 -3.61569 0.169 -1.524 1.171
O 3.65730 3.25349 -2.67580 -0.008 -0.260 -1.493
O 4.49109 2.32102 -4.49286 -1.081 0.554 0.442
S 5.82927 4.20034 -3.52051 0.973 1.266 -0.163
Cl -3.30513 -2.23782 3.73256 0.500 -0.047 0.062
Cl -5.22157 -4.34108 4.57864 0.011 -0.567 0.903
H -4.92237 -3.54754 2.48554 0.072 2.035 1.992
```
Forces are in eV/Å.

Molecular formula: CHCl2NO3
Method: DFT, ωB97M-V/def2-TZVPD

Calculated values
E_LUMO (spin up / spin down)	0.27 / -3.93	eV
electronic energy	-1239.21675	Eh
gap between HOMO and LUMO (spin up / spin down)	0.260 / 0.270	Eh
multiplicity	3
ΔE to the lowest compared entry with this formula, charge and spin	20.4	kcal/mol

Geometry as XYZ:
```
8
Properties=species:S:1:pos:R:3:forces:R:3
C 0.45286 -0.85961 0.64595 -1.077 2.681 -1.676
N -0.57053 1.07814 -0.89335 3.296 -3.735 6.374
O -0.84269 0.14957 -1.58774 -2.206 -4.057 -5.090
O -0.75038 2.23384 -1.07616 -1.657 7.287 -2.490
O 0.03663 0.82336 0.28577 1.360 -2.061 2.247
Cl 2.06743 -0.77652 1.16890 0.116 0.015 0.049
Cl -0.70042 -1.35089 1.80081 -0.031 -0.050 0.079
H 0.30710 -1.29789 -0.34417 0.199 -0.081 0.507
```
Forces are in eV/Å.

Molecular formula: CHCl2O2P
Method: DFT, ωB97M-V/def2-TZVPD

Calculated values
E_LUMO (spin up / spin down)	-1.65 / -1.65	eV
electronic energy	-1450.68052	Eh
gap between HOMO and LUMO (spin up / spin down)	0.292 / 0.292	Eh
ΔE to the lowest compared entry with this formula, charge and spin	164.2	kcal/mol

Geometry as XYZ:
```
7
Properties=species:S:1:pos:R:3:forces:R:3
C 0.74183 0.67275 -0.05527 0.354 -1.624 0.669
O -1.58261 -0.70178 -0.32993 0.540 2.592 0.476
O -1.43996 -2.37730 -0.75949 0.406 2.235 0.543
P -1.09275 0.75045 0.11532 -1.357 -4.249 -1.214
Cl 0.59005 -0.13548 1.63600 0.292 0.594 0.078
Cl 1.83291 2.07040 0.01618 -0.849 -1.122 -0.441
H 0.95053 -0.27905 -0.62282 0.614 1.574 -0.112
```
Forces are in eV/Å.

Molecular formula: CHCl3
Method: DFT, ωB97M-V/def2-TZVPD

Calculated values
E_LUMO	0.72	eV
electronic energy	-1419.26707	Eh
gap between HOMO and LUMO	0.436	Eh
SMILES string	ClC(Cl)Cl
ΔE to the lowest compared entry with this formula, charge and spin	3.0	kcal/mol

Geometry as XYZ:
```
5
Properties=species:S:1:pos:R:3:forces:R:3
Cl 20.55017 25.27504 15.13324 1.240 0.254 1.798
C 19.89283 24.88305 13.64156 -0.781 -0.308 -1.793
Cl 18.18198 24.45080 13.88246 0.093 -0.088 -0.405
Cl 20.77583 23.58240 12.74740 -0.365 0.514 0.505
H 19.94503 25.77800 13.02152 -0.188 -0.372 -0.105
```
Forces are in eV/Å.

Molecular formula: CHCl3NO
Method: DFT, ωB97M-V/def2-TZVPD

Calculated values
E_LUMO	3.47	eV
electronic energy	-1549.21822	Eh
charge	-1
gap between HOMO and LUMO	0.209	Eh
SMILES string	[O-]NC(Cl)(Cl)Cl
ΔE to the lowest compared entry with this formula, charge and spin	21.3	kcal/mol

Geometry as XYZ:
```
7
Properties=species:S:1:pos:R:3:forces:R:3
O -0.15776 -0.82361 0.28135 -0.680 -0.482 0.788
N 0.91928 -0.57050 -0.42215 0.153 0.859 -2.081
C 0.40290 0.20466 -1.81514 2.060 -1.082 1.343
Cl -0.06923 -1.01070 -3.02556 -0.130 0.010 0.192
Cl -0.91347 1.23117 -1.41549 -0.718 0.789 -0.196
Cl 1.82741 1.12442 -2.54921 -0.521 -0.139 0.338
H 1.43471 0.22266 0.02067 -0.164 0.045 -0.382
```
Forces are in eV/Å.

Molecular formula: CHCl3O2PS
Method: DFT, ωB97M-V/def2-TZVPD

Calculated values
E_LUMO	3.12	eV
electronic energy	-2309.39935	Eh
charge	-1
gap between HOMO and LUMO	0.263	Eh
ΔE to the lowest compared entry with this formula, charge and spin	12.2	kcal/mol

Geometry as XYZ:
```
9
Properties=species:S:1:pos:R:3:forces:R:3
C 0.62689 0.11963 -1.27376 -0.698 0.228 1.436
O -2.00540 -0.15967 0.64008 0.803 0.778 0.890
O 0.11340 -0.84467 1.82187 -1.140 -0.686 -2.125
P -0.79539 0.40339 1.30538 -0.145 -0.107 -1.796
S -0.50955 2.24823 1.94702 -0.001 -1.977 -0.266
Cl 2.31742 0.63451 -1.39815 0.589 0.267 0.029
Cl -0.24033 0.84263 -2.65842 -0.175 -0.088 -0.151
Cl 0.65417 -1.68202 -1.47616 -0.214 -0.291 -0.072
H -0.16122 -1.56203 1.09214 0.980 1.876 2.055
```
Forces are in eV/Å.

Molecular formula: CHCl4PS
Method: DFT, ωB97M-V/def2-TZVPD

Calculated values
E_LUMO (spin up / spin down)	-3.32 / -3.31	eV
electronic energy	-2618.98507	Eh
gap between HOMO and LUMO (spin up / spin down)	0.239 / 0.239	Eh
ΔE to the lowest compared entry with this formula, charge and spin	36.5	kcal/mol

Geometry as XYZ:
```
8
Properties=species:S:1:pos:R:3:forces:R:3
C 0.86633 -0.33264 0.27257 0.582 2.523 0.361
P -0.87095 -0.21821 -0.21786 -1.929 0.374 1.203
S -2.14437 0.22772 1.17678 1.117 -0.322 -1.006
Cl 1.23489 2.46065 0.19923 -0.266 -1.977 0.155
Cl 1.22944 -0.75693 1.82360 0.036 -0.185 -0.234
Cl -0.87699 0.88741 -1.85348 0.100 0.031 -0.347
Cl -1.10586 -2.09048 -0.96422 0.237 -0.093 -0.010
H 1.66753 -0.17752 -0.43663 0.122 -0.352 -0.122
```
Forces are in eV/Å.

Molecular formula: CHCl4PS
Method: DFT, ωB97M-V/def2-TZVPD

Calculated values
E_LUMO (spin up / spin down)	0.43 / -2.59	eV
electronic energy	-2618.92808	Eh
gap between HOMO and LUMO (spin up / spin down)	0.319 / 0.249	Eh
multiplicity	3

Geometry as XYZ:
```
8
Properties=species:S:1:pos:R:3:forces:R:3
C 1.91502 0.46012 -0.82993 0.080 0.768 2.460
P -1.40789 0.11284 0.24833 2.017 -0.311 -0.400
S -0.59756 -1.82906 0.13089 -2.600 -0.255 0.919
Cl 1.95447 1.35605 0.72546 0.174 -1.064 -1.455
Cl 1.56686 -1.21130 -0.76814 2.614 0.226 -0.936
Cl -1.44910 0.33840 2.25776 -0.322 0.201 0.748
Cl -3.29277 -0.20170 -0.25045 -1.547 -0.277 -0.200
H 1.31098 0.97464 -1.51392 -0.416 0.712 -1.137
```
Forces are in eV/Å.

Molecular formula: CHCl5Si
Method: DFT, ωB97M-V/def2-TZVPD

Calculated values
E_LUMO	-1.36	eV
electronic energy	-2629.16180	Eh
gap between HOMO and LUMO	0.303	Eh
ΔE to the lowest compared entry with this formula, charge and spin	93.7	kcal/mol

Geometry as XYZ:
```
8
Properties=species:S:1:pos:R:3:forces:R:3
C 4.17945 1.07761 -1.94873 0.155 0.122 0.299
Si 2.55639 0.84124 -3.08889 0.915 -0.403 -0.249
Cl 3.94402 0.28198 -0.36546 -0.152 0.012 -0.244
Cl 4.54662 2.80526 -1.68350 -0.149 -0.132 -0.144
Cl 5.58704 0.32653 -2.74357 -0.229 -0.009 -0.125
Cl 1.24743 1.83799 -1.91826 -0.556 0.400 0.479
Cl -0.05193 -0.66865 1.59648 0.072 -0.027 0.071
H -0.75283 -0.33089 0.58555 -0.055 0.037 -0.086
```
Forces are in eV/Å.

Molecular formula: CHClF2O
Method: DFT, ωB97M-V/def2-TZVPD

Calculated values
E_LUMO	0.61	eV
electronic energy	-773.87491	Eh
gap between HOMO and LUMO	0.466	Eh
SMILES string	O=C(F)F.Cl
ΔE to the lowest compared entry with this formula, charge and spin	5.1	kcal/mol

Geometry as XYZ:
```
6
Properties=species:S:1:pos:R:3:forces:R:3
O -0.74478 -1.14724 1.26707 0.193 -0.068 0.502
C 0.25781 -0.80601 0.77508 0.087 0.968 -1.210
F 1.00165 0.24689 1.01290 -0.189 0.669 1.557
F 0.82791 -1.28658 -0.28864 0.010 -1.685 -0.765
Cl -0.24826 1.23715 -1.75304 0.943 -0.551 -0.958
H -1.09434 1.75579 -1.01338 -1.044 0.667 0.874
```
Forces are in eV/Å.

Molecular formula: CHClF2O2
Method: DFT, ωB97M-V/def2-TZVPD

Calculated values
E_LUMO (spin up / spin down)	-0.09 / -0.67	eV
electronic energy	-848.89340	Eh
gap between HOMO and LUMO (spin up / spin down)	0.399 / 0.305	Eh
ΔE to the lowest compared entry with this formula, charge and spin	75.6	kcal/mol

Geometry as XYZ:
```
7
Properties=species:S:1:pos:R:3:forces:R:3
C 1.42272 0.03155 2.62626 -1.039 -0.307 -1.032
O -0.35501 1.11587 0.12170 -2.285 -0.957 0.939
O 0.74765 0.41792 0.15837 0.442 -0.397 0.276
F 2.24685 -0.97590 2.46174 0.291 0.223 0.378
F 0.18852 -0.45119 2.85650 0.634 0.489 0.259
Cl 1.91002 1.35686 3.58597 0.012 -0.358 0.131
H -1.12066 0.51435 0.50564 1.944 1.308 -0.950
```
Forces are in eV/Å.